Molecular formula: C47H60CuN3O3P2
Method: DFT, the ωB97M-V functional and the def2-TZVPD basis

Last column: Mulliken charge in e.
Atoms and positions in Å:
C 11.93303 -19.36948 -2.26903  0.171
H 11.59535 -20.01897 -4.27896  0.422
P 12.42579 -18.68557 0.34383  0.883
H 8.56082 -20.28085 2.73478  0.477
H 20.36011 -17.93772 3.30953  0.356
H 9.73124 -18.65965 1.63068  0.189
H 18.18257 -16.20897 -1.73611  0.730
H 16.36826 -21.89416 2.43842  -0.824
C 12.49899 -15.79622 0.47998  -1.026
O 15.35140 -21.90647 0.70709  -0.686
C 16.43974 -18.75413 2.98042  1.620
H 13.20402 -21.30358 1.34659  -0.064
C 18.59582 -16.25927 -0.68522  0.019
C 14.28859 -22.93614 -3.28100  -1.100
C 19.67908 -17.71561 2.49661  -1.243
C 19.56716 -16.49557 1.76144  -0.694
H 21.66625 -14.67183 0.11287  0.442
H 13.87085 -15.49117 -5.82022  0.393
H 16.03053 -20.00987 -3.56392  0.215
C 11.49644 -19.83154 1.32623  0.606
H 15.13897 -23.46824 -3.68726  0.398
H 18.23488 -19.17868 4.37125  0.235
H 19.71646 -16.88303 0.79482  0.326
H 16.57171 -19.88817 1.30028  -0.227
H 14.90394 -20.09750 2.50104  -0.323
H 17.67168 -20.54138 3.32782  0.111
H 17.60630 -14.28341 -0.21917  0.830
H 14.40525 -19.98275 -4.09280  0.204
C 20.10169 -15.75631 -0.82516  -0.073
C 13.73078 -14.74309 -3.85025  -0.765
C 15.10161 -22.44441 -0.53971  -1.179
H 12.21559 -15.88698 -0.58405  0.337
C 10.24278 -17.94560 -1.38569  -0.502
C 14.78298 -16.78720 -4.33714  -0.585
H 15.08909 -25.81049 4.91575  0.433
H 11.00003 -17.02416 1.40611  0.673
H 20.56313 -16.71847 -2.75267  0.334
H 15.71219 -17.79303 -2.69261  -0.014
C 15.20282 -20.66283 -3.82297  -0.979
C 17.66315 -17.29625 0.14467  -0.247
O 14.09574 -24.07210 1.67796  -0.638
H 9.30504 -19.08958 -4.42597  0.363
C 9.93114 -18.98422 -3.53721  -0.770
H 20.57519 -14.93502 -2.65012  0.366
N 14.77329 -21.65557 -2.79938  0.323
H 12.95602 -19.86681 -2.25411  -0.373
C 14.52053 -25.22427 4.17621  -0.979
C 15.07009 -23.71117 2.27785  0.718
N 15.39266 -24.12628 3.59099  0.157
H 15.94468 -23.04539 -0.76487  0.511
C 11.47093 -18.60723 -1.20275  0.337
H 15.12242 -17.57969 -5.09805  0.290
H 8.67582 -17.43510 -2.76921  0.406
C 20.83692 -14.33764 2.65657  -1.497
H 16.03611 -17.32906 4.49444  0.642
C 10.21685 -19.62219 1.70304  -0.272
H 13.74141 -23.51962 -2.53884  0.345
H 11.96815 -23.00264 2.48135  0.527
H 17.44460 -24.82083 3.82867  0.255
H 19.23327 -19.73669 2.29916  0.810
H 13.69215 -22.68474 -4.22268  0.362
H 21.81697 -14.14529 2.24092  0.360
C 15.00300 -19.20395 3.09131  -0.679
C 17.32937 -19.65995 3.90144  -1.573
Cu 14.64028 -18.77043 0.09428  3.574
H 12.56490 -17.25843 2.17495  0.587
C 14.77154 -15.95620 -2.02812  0.835
H 13.64763 -24.67113 4.59376  0.269
H 11.99355 -14.89786 0.91353  0.409
C 10.16067 -21.74488 2.73141  -0.730
H 14.18600 -15.47763 1.71093  0.417
C 14.01463 -15.40687 0.67171  -1.182
H 14.17870 -14.32949 0.43513  0.681
H 20.32844 -13.36513 2.81078  0.327
C 20.06873 -15.11202 1.59603  1.287
C 20.69812 -15.08831 0.21934  -1.096
H 16.77698 -19.85488 4.81579  0.530
C 16.54637 -17.32085 3.51374  -1.351
H 14.76869 -19.40285 4.13693  0.700
H 17.97064 -14.97607 2.36661  1.042
C 9.51131 -18.08720 -2.54355  -0.604
P 15.08897 -16.54383 -0.25213  0.764
H 14.07458 -25.81331 3.39800  0.330
H 14.19527 -23.04108 -0.52855  0.458
C 18.53501 -15.26784 1.54427  -0.407
H 15.44836 -21.12914 -4.76600  0.531
C 11.19661 -19.49754 -3.42594  -0.497
H 15.99484 -16.58497 2.83054  -0.277
C 15.17983 -16.87141 -2.97703  -0.247
H 21.90660 -15.82608 -1.92850  0.473
N 16.71121 -18.93017 1.51407  0.717
C 17.91798 -18.47309 0.90396  -1.475
C 17.75333 -15.26116 0.16653  -0.650
C 14.01000 -14.88971 -2.46813  -0.335
H 13.69716 -14.07590 -1.83967  0.384
H 16.98026 -23.07634 1.37602  0.940
C 11.46281 -22.03632 2.34259  -0.893
O 15.37731 -20.16561 -1.21445  -0.327
H 9.91781 -17.17731 -0.69771  0.274
H 17.57142 -16.92894 3.54838  0.227
C 16.74435 -24.00840 4.18535  -0.774
C 12.17158 -21.02108 1.71180  -0.044
H 17.13434 -23.06537 3.93353  0.159
C 19.04324 -18.71857 1.86860  -0.493
C 20.85520 -15.84084 -2.10041  -1.824
C 12.07533 -17.10068 1.20651  -1.542
C 9.54653 -20.55182 2.41365  -0.746
H 20.83638 -14.90531 3.59116  0.346
H 16.61075 -24.19166 5.25754  0.434
C 14.07950 -15.65307 -4.75214  -0.640
H 14.41173 -18.42013 2.61350  -0.426
C 16.67363 -16.33355 0.15212  0.428
H 13.19666 -13.86089 -4.19739  0.418
H 9.48991 -22.50338 3.23017  0.289
C 16.06686 -22.62615 1.70375  -0.084
C 15.10930 -21.31545 -1.54658  -0.049

Properties
* expectation value of S²: 0.809
* total energy: -123529.2802 eV
* gap between HOMO and LUMO (spin up / spin down): 8.05 / 6.54 eV
* total charge: +1
* 2S+1: 2
* LUMO (spin up / spin down): -1.5 / -3.3 eV